Computed, not measured: a molecular structure, C27H45LiN2O2Si3Te at a distorted geometry, with wB97M-V/def2-TZVPD.

The geometry in XYZ format:
```
81
Properties=species:S:1:pos:R:3
Li 1.114 -0.063 1.214
C 1.524 0.051 4.397
O 1.091 -0.293 3.101
Si 0.690 -1.884 2.845
C 2.265 -2.882 3.014
C -0.542 -2.505 4.149
C -0.110 -1.907 1.206
Si -1.694 -0.913 0.934
C -1.747 -0.171 -0.943
C -2.080 0.556 2.285
C -3.238 -2.002 1.180
Si 0.200 -3.320 0.103
C 2.031 -3.478 -0.340
C -0.713 -3.265 -1.563
C -0.350 -4.946 0.931
H 0.732 -0.116 5.142
H 1.813 1.086 4.442
H 2.416 -0.526 4.667
H 2.670 -2.792 4.030
H 3.013 -2.499 2.316
H 2.097 -3.948 2.827
H -0.098 -2.518 5.155
H -0.853 -3.524 3.908
H -1.431 -1.870 4.187
H -0.707 0.237 -1.246
H -2.494 0.639 -1.051
H -2.061 -0.958 -1.627
H -1.189 1.467 2.219
H -2.150 0.139 3.301
H -3.058 1.004 2.047
H -3.273 -2.827 0.461
H -4.155 -1.412 1.060
H -3.226 -2.420 2.189
H 2.456 -2.496 -0.562
H 2.158 -4.120 -1.223
H 2.605 -3.925 0.474
H -0.403 -2.402 -2.152
H -1.799 -3.238 -1.435
H -0.471 -4.164 -2.141
H 0.230 -5.138 1.837
H -0.211 -5.800 0.254
H -1.408 -4.893 1.200
Te 1.222 -0.062 -1.592
C 1.185 -0.156 -3.786
C 0.016 -0.451 -4.491
C 0.016 -0.508 -5.881
C 1.189 -0.270 -6.585
C 2.358 0.024 -5.894
C 2.354 0.080 -4.504
C 0.861 2.060 -1.916
C 2.023 2.833 -1.987
C 1.968 4.201 -2.212
C 0.740 4.826 -2.380
C -0.418 4.070 -2.322
C -0.361 2.699 -2.090
H -0.906 -0.637 -3.950
H -0.899 -0.737 -6.417
H 1.193 -0.314 -7.668
H 3.276 0.210 -6.441
H 3.269 0.310 -3.970
H 2.983 2.350 -1.857
H 2.884 4.779 -2.258
H 0.688 5.894 -2.559
H -1.379 4.555 -2.462
H -1.282 2.137 -2.070
C -3.035 3.607 0.071
C -1.815 3.141 0.787
C -1.094 3.707 1.810
C -0.076 2.811 2.092
N -0.154 1.694 1.257
N -1.217 2.006 0.481
C 0.988 2.962 3.087
H -3.371 4.564 0.470
H -3.847 2.884 0.190
H -2.844 3.733 -0.995
H -1.279 4.655 2.288
H -1.474 1.336 -0.220
H 0.893 3.923 3.602
H 1.974 2.909 2.620
H 0.904 2.183 3.818
O 2.823 0.027 1.146
```

LUMO energy (alpha / beta), eV: 4.34 / 4.34
Gap between HOMO and LUMO (alpha / beta), Eh: 0.1103 / 0.1103
Charge: -2

---

Computed, not measured: a gas-phase ion, C3H6N (charge +1) at a distorted geometry, with wB97M-V/def2-TZVPD.

The geometry in XYZ format:
```
10
Properties=species:S:1:pos:R:3
C -2.573 -0.231 0.266
C -1.400 0.254 0.039
C -0.115 0.757 -0.203
N 0.851 -0.491 -0.093
H -3.636 -0.572 0.256
H 0.239 1.260 0.700
H -0.032 0.968 -1.289
H 1.762 -0.121 -0.268
H 0.479 -1.033 -0.943
H 0.916 -0.976 0.767
```

LUMO energy, eV: -4.24
Structure (SMILES): C#CC[NH3+]
Energy above the lowest of the compared OMol25 structures with the same formula, charge and spin, kJ/mol: 190.2
Gap between HOMO and LUMO, Eh: 0.3880
Charge: +1